#a
{"formula": "C5H15N2", "method": "wB97M-V/def2-TZVPD", "symbols": ["N", "C", "C", "C", "N", "C", "C", "H", "H", "H", "H", "H", "H", "H", "H", "H", "H", "H", "H", "H", "H", "H"], "xyz": [[0.012, -1.605, 0.973], [0.596, -1.037, -0.315], [1.923, -1.561, -0.510], [0.660, 0.461, -0.251], [-0.674, 0.910, 0.101], [-0.920, 2.047, 0.931], [-1.674, 0.878, -1.112], [-0.857, -1.174, 1.168], [-0.153, -2.615, 0.865], [0.637, -1.491, 1.777], [-0.044, -1.481, -1.144], [2.743, -0.880, -1.028], [2.667, -1.449, 0.558], [2.085, -2.591, -0.860], [1.386, 0.759, 0.566], [0.936, 0.862, -1.318], [-0.377, 3.030, 0.411], [-1.948, 2.211, 1.162], [-0.392, 1.873, 1.834], [-2.098, 1.901, -0.971], [-2.295, -0.010, -0.953], [-1.171, 1.195, -2.046]], "lowdin_charge": [0.26, -0.39, -0.07, -0.12, -0.11, 0.01, 0.07, 0.14, 0.20, 0.18, 0.19, 0.15, 0.19, 0.10, 0.17, 0.21, 0.24, 0.11, 0.10, 0.11, 0.12, 0.13], "homo_lumo_gap_ev": [12.658, 8.045], "molar_mass_da": 103.2, "e_homo_ev": [-19.853, -19.853], "multiplicity": 2, "lumo_energy_ha": [-0.264, -0.434], "s_squared": 0.755, "charge": 2}

***

#b
{"formula": "C5H15N2", "method": "wB97M-V/def2-TZVPD", "symbols": ["N", "C", "C", "C", "N", "C", "C", "H", "H", "H", "H", "H", "H", "H", "H", "H", "H", "H", "H", "H", "H", "H"], "xyz": [[1.868, -1.034, -0.962], [1.582, -0.528, 0.333], [2.427, 0.725, 0.616], [0.068, -0.381, 0.590], [-0.565, 0.709, -0.267], [-2.012, 0.577, -0.769], [-2.876, -0.290, 0.131], [1.444, -1.900, -1.342], [-0.537, 1.542, 0.328], [2.871, -1.156, -1.151], [1.915, -1.273, 1.100], [1.940, 1.658, 0.323], [3.388, 0.688, 0.100], [2.683, 0.870, 1.670], [-0.419, -1.328, 0.341], [-0.157, -0.136, 1.617], [0.041, 0.978, -1.044], [-2.412, 1.589, -0.805], [-1.948, 0.162, -1.767], [-3.029, 0.201, 1.086], [-2.424, -1.268, 0.220], [-3.849, -0.403, -0.349]], "lowdin_charge": [0.36, -0.33, 0.01, -0.05, 0.07, -0.13, -0.05, 0.19, 0.18, 0.18, 0.23, 0.10, 0.11, 0.12, 0.13, 0.16, 0.17, 0.14, 0.13, 0.10, 0.07, 0.11], "homo_lumo_gap_ev": [13.174, 7.339], "molar_mass_da": 103.2, "e_homo_ev": [-20.449, -20.450], "multiplicity": 2, "lumo_energy_ha": [-0.267, -0.482], "s_squared": 0.755, "charge": 2}

***

#c
{"formula": "C5H15N2", "method": "wB97M-V/def2-TZVPD", "symbols": ["C", "C", "C", "C", "C", "N", "N", "H", "H", "H", "H", "H", "H", "H", "H", "H", "H", "H", "H", "H", "H", "H"], "xyz": [[-1.611, 0.588, 1.963], [-0.570, 0.393, 0.913], [-0.677, -0.821, -0.035], [0.605, -1.186, -0.844], [1.132, -0.158, -1.882], [0.212, 0.914, -2.116], [0.835, 0.428, 1.550], [-1.705, -0.341, 2.553], [-1.274, 1.307, 2.718], [-2.634, 0.720, 1.614], [-0.601, 1.259, 0.201], [-1.053, -1.774, 0.331], [-1.384, -0.628, -0.847], [1.381, -1.558, -0.171], [0.371, -2.109, -1.392], [1.522, -0.695, -2.786], [2.109, 0.307, -1.636], [0.604, 1.653, -2.725], [-0.575, 0.603, -2.714], [0.812, -0.392, 2.172], [1.626, 0.288, 0.924], [0.872, 1.203, 2.210]], "lowdin_charge": [-0.02, -0.33, -0.13, -0.15, -0.15, 0.29, 0.24, 0.11, 0.10, 0.12, 0.15, 0.14, 0.12, 0.12, 0.14, 0.21, 0.15, 0.18, 0.18, 0.19, 0.15, 0.18], "homo_lumo_gap_ev": [12.822, 6.784], "molar_mass_da": 103.2, "e_homo_ev": [-19.963, -19.910], "multiplicity": 2, "lumo_energy_ha": [-0.262, -0.482], "s_squared": 0.755, "charge": 2}

***

#d
{"formula": "C5H15N2", "method": "wB97M-V/def2-TZVPD", "symbols": ["C", "C", "C", "C", "C", "N", "N", "H", "H", "H", "H", "H", "H", "H", "H", "H", "H", "H", "H", "H", "H", "H"], "xyz": [[1.896, 1.585, 0.364], [1.788, 0.140, -0.325], [0.399, -0.640, -0.174], [-0.898, 0.194, -0.378], [-2.226, -0.668, -0.822], [-2.161, -2.236, -0.739], [1.314, 1.502, 1.751], [2.948, 1.923, 0.377], [1.085, 2.242, -0.187], [1.928, 0.393, -1.382], [2.621, -0.530, 0.068], [0.274, -1.080, 0.785], [0.411, -1.545, -0.875], [-1.181, 0.798, 0.520], [-0.675, 0.870, -1.130], [-2.302, -0.350, -1.826], [-3.142, -0.398, -0.248], [-2.588, -2.362, 0.182], [-2.695, -2.734, -1.484], [0.685, 2.308, 1.929], [0.738, 0.623, 1.819], [2.077, 1.319, 2.381]], "lowdin_charge": [-0.11, -0.13, -0.20, -0.14, -0.04, 0.35, 0.18, 0.15, 0.16, 0.12, 0.14, 0.08, 0.14, 0.12, 0.08, 0.11, 0.16, 0.15, 0.18, 0.19, 0.15, 0.17], "homo_lumo_gap_ev": [12.913, 7.463], "molar_mass_da": 103.2, "e_homo_ev": [-19.699, -19.701], "multiplicity": 2, "lumo_energy_ha": [-0.249, -0.450], "s_squared": 0.754, "charge": 2}

***

Last place for stability: #a

***

#a
{"formula": "C11H13BrCrO", "method": "wB97M-V/def2-TZVPD", "symbols": ["C", "C", "C", "H", "C", "C", "H", "H", "H", "H", "Cr", "Br", "C", "C", "C", "H", "C", "C", "H", "H", "H", "H", "C", "O", "H", "H", "H"], "xyz": [[0.843, -1.818, 0.899], [-0.177, -2.543, 1.633], [-1.069, -3.138, 0.676], [-0.261, -2.649, 2.708], [-0.652, -2.772, -0.640], [0.529, -1.962, -0.536], [1.089, -1.553, -1.376], [1.670, -1.239, 1.312], [-1.860, -3.860, 0.895], [-1.134, -3.083, -1.556], [-1.015, -0.816, 0.501], [-0.886, 1.601, 0.344], [1.226, 3.919, -1.182], [2.034, 3.184, -2.101], [3.157, 2.666, -1.385], [1.834, 3.054, -3.161], [3.047, 3.089, -0.024], [1.849, 3.856, 0.103], [1.473, 4.312, 1.014], [0.300, 4.435, -1.415], [3.962, 2.067, -1.806], [3.756, 2.880, 0.773], [-3.997, -1.951, 0.872], [-2.737, -1.428, 0.698], [-4.209, -2.740, 0.151], [-4.686, -1.119, 0.745], [-4.085, -2.392, 1.863]], "lowdin_charge": [-0.22, -0.21, -0.19, 0.08, -0.20, -0.21, 0.10, 0.09, 0.10, 0.09, 0.27, -0.02, -0.27, -0.24, -0.24, 0.04, -0.24, -0.27, 0.04, 0.04, 0.03, 0.03, -0.28, -0.50, 0.05, 0.06, 0.05], "homo_lumo_gap_ev": [5.085, 5.067], "molar_mass_da": 293.1, "e_homo_ev": [0.357, 0.352], "multiplicity": 5, "lumo_energy_ha": [0.200, 0.199], "s_squared": 6.021, "charge": -2}

***

#b
{"formula": "C11H13BrCrO", "method": "wB97M-V/def2-TZVPD", "symbols": ["C", "C", "C", "H", "C", "C", "H", "H", "H", "H", "Cr", "Br", "C", "C", "C", "H", "C", "C", "H", "H", "H", "H", "C", "O", "H", "H", "H"], "xyz": [[1.326, -0.198, -1.210], [2.354, -0.059, -0.248], [2.194, -1.046, 0.731], [3.187, 0.614, -0.308], [1.085, -1.859, 0.419], [0.575, -1.443, -0.876], [0.072, -2.154, -1.559], [1.248, 0.404, -2.116], [2.826, -1.192, 1.592], [0.806, -2.777, 0.943], [-0.323, 0.156, 0.243], [-2.243, 0.543, 2.049], [-2.477, 0.731, -0.629], [-2.383, -0.556, -1.238], [-1.423, -0.501, -2.254], [-3.089, -1.358, -1.066], [-0.818, 0.787, -2.239], [-1.406, 1.544, -1.195], [-1.319, 2.612, -1.046], [-3.405, 1.118, -0.201], [-1.281, -1.239, -3.036], [-0.188, 1.173, -3.039], [0.951, 0.922, 3.295], [0.908, 0.828, 1.900], [1.054, -0.009, 3.938], [-0.055, 1.394, 3.467], [1.827, 1.564, 3.682]], "lowdin_charge": [-0.23, -0.18, -0.20, 0.07, -0.18, -0.26, 0.09, 0.06, 0.08, 0.08, 0.47, 0.02, -0.41, -0.21, -0.25, 0.08, -0.26, -0.23, 0.08, 0.04, 0.08, 0.08, -0.38, -0.49, 0.04, -0.01, 0.04], "homo_lumo_gap_ev": [5.110, 5.302], "molar_mass_da": 293.1, "e_homo_ev": [0.827, 0.613], "multiplicity": 5, "lumo_energy_ha": [0.218, 0.217], "s_squared": 6.031, "charge": -2}

***

Last place for stability: #b

***

#a
{"formula": "C8H15N", "method": "wB97M-V/def2-TZVPD", "symbols": ["C", "C", "C", "C", "C", "C", "C", "C", "N", "H", "H", "H", "H", "H", "H", "H", "H", "H", "H", "H", "H", "H", "H", "H"], "xyz": [[-2.557, 0.219, -0.979], [0.419, 0.314, 1.042], [0.878, -0.100, -0.341], [-0.577, -0.392, -0.030], [0.116, 1.711, 1.434], [1.209, 1.066, -1.156], [1.965, -1.242, -0.449], [-1.244, -1.660, 0.532], [-1.405, 0.482, -0.698], [-3.148, 0.950, -1.402], [-3.039, -0.769, -0.828], [0.932, -0.283, 1.845], [-0.719, 2.199, 0.838], [0.992, 2.288, 1.158], [-0.137, 1.705, 2.438], [1.344, 0.725, -2.193], [2.151, 1.521, -0.813], [0.490, 1.979, -1.138], [2.025, -1.781, -1.408], [1.631, -1.888, 0.280], [3.011, -0.846, -0.342], [-1.900, -2.347, -0.196], [-1.893, -1.436, 1.362], [-0.543, -2.415, 1.044]], "lowdin_charge": [-0.03, -0.19, -0.44, -0.39, -0.08, -0.09, -0.01, -0.05, 0.03, 0.05, 0.08, 0.15, 0.10, 0.07, 0.05, 0.09, 0.09, 0.11, 0.08, 0.03, 0.10, 0.11, 0.06, 0.09], "smiles": "C=N[C@]1(C)[C@H](C)C1(C)C", "homo_lumo_gap_ev": 9.626, "molar_mass_da": 125.2, "e_homo_ev": -8.600, "lumo_energy_ha": 0.038, "charge": 0}

***

#b
{"formula": "C8H15N", "method": "wB97M-V/def2-TZVPD", "symbols": ["C", "C", "C", "C", "C", "C", "C", "C", "N", "H", "H", "H", "H", "H", "H", "H", "H", "H", "H", "H", "H", "H", "H", "H"], "xyz": [[0.060, -0.799, -0.338], [0.950, -0.185, 0.582], [-1.442, 0.131, 0.089], [0.523, -1.611, 0.825], [0.202, -1.121, -1.785], [-1.906, 0.164, 1.533], [-1.341, 1.519, -0.513], [3.100, 0.864, -0.181], [2.515, -0.238, -0.117], [0.914, 0.696, 1.214], [-2.137, -0.483, -0.490], [1.266, -2.374, 0.635], [-0.147, -1.852, 1.638], [-0.574, -1.826, -2.089], [1.182, -1.568, -1.945], [0.134, -0.229, -2.403], [-2.898, 0.619, 1.593], [-1.233, 0.751, 2.158], [-1.993, -0.837, 1.954], [-0.579, 2.111, -0.001], [-2.292, 2.048, -0.422], [-1.099, 1.480, -1.573], [4.119, 0.926, -0.569], [2.675, 1.813, 0.205]], "lowdin_charge": [-0.38, -0.20, -0.31, -0.05, -0.04, -0.09, -0.09, -0.13, 0.04, 0.12, 0.12, 0.10, 0.09, 0.08, 0.08, 0.07, 0.08, 0.08, 0.07, 0.07, 0.08, 0.07, 0.06, 0.07], "smiles": "C=N[C@@H]1C[C@@]1(C)C(C)C", "homo_lumo_gap_ev": 9.826, "molar_mass_da": 125.2, "e_homo_ev": -8.768, "lumo_energy_ha": 0.039, "charge": 0}

***

Last place for stability: #b

***

#a
{"formula": "C5H12O2", "method": "wB97M-V/def2-TZVPD", "symbols": ["C", "C", "C", "C", "C", "H", "H", "H", "H", "H", "H", "H", "H", "H", "H", "O", "H", "H", "O"], "xyz": [[-2.338, 0.900, -0.254], [-1.166, 1.832, -0.386], [-0.912, 2.390, -1.638], [1.240, 1.772, 0.054], [-0.059, 1.669, 0.500], [-2.411, 0.573, 0.783], [-2.062, 0.030, -0.837], [-3.273, 1.299, -0.633], [-1.356, 2.000, -2.542], [-0.200, 3.205, -1.721], [1.987, 1.732, 0.843], [1.604, 1.585, -0.948], [-0.239, 1.135, 1.432], [3.746, -1.856, 2.002], [3.289, -3.222, 1.737], [3.055, -2.465, 2.296], [-0.189, -4.249, -0.998], [-0.202, -4.473, 0.490], [-0.515, -3.856, -0.181]], "lowdin_charge": [0.00, -0.24, 0.22, 0.18, -0.04, 0.10, 0.12, 0.10, 0.11, 0.11, 0.10, 0.10, 0.14, 0.03, 0.04, -0.07, 0.03, 0.04, -0.07], "homo_lumo_gap_ev": [8.161, 6.180], "molar_mass_da": 104.1, "e_homo_ev": [-13.960, -13.959], "multiplicity": 2, "lumo_energy_ha": [-0.213, -0.286], "s_squared": 0.795, "charge": 1}

***

#b
{"formula": "C5H12O2", "method": "wB97M-V/def2-TZVPD", "symbols": ["C", "C", "C", "O", "C", "C", "H", "H", "H", "H", "H", "H", "H", "H", "H", "H", "H", "H", "O"], "xyz": [[-0.706, -3.112, 0.579], [-1.169, -2.140, -0.539], [1.067, 1.035, -0.737], [1.229, 1.261, -2.155], [0.420, -0.293, -0.792], [-0.813, -0.674, -0.356], [-0.883, -2.790, 1.576], [0.405, -3.503, 0.664], [-1.251, -4.077, 0.306], [-2.207, -2.216, -0.705], [-0.902, -2.421, -1.516], [2.091, 1.178, -0.287], [0.391, 1.834, -0.371], [1.905, 1.932, -2.150], [1.104, -0.889, -1.428], [-1.263, 0.009, 0.367], [1.015, 4.802, 2.436], [-0.496, 5.398, 2.672], [0.065, 4.665, 2.435]], "lowdin_charge": [-0.05, -0.20, -0.18, -0.02, 0.07, 0.12, 0.06, 0.12, 0.11, 0.11, 0.11, 0.17, 0.15, 0.10, 0.17, 0.16, 0.03, 0.03, -0.06], "homo_lumo_gap_ev": [9.256, 5.141], "molar_mass_da": 104.1, "e_homo_ev": [-13.992, -13.992], "multiplicity": 2, "lumo_energy_ha": [-0.174, -0.325], "s_squared": 0.753, "charge": 1}

***

Last place for stability: #b

***

#a
{"formula": "C5H10BrP", "method": "wB97M-V/def2-TZVPD", "symbols": ["C", "C", "C", "C", "C", "P", "Br", "H", "H", "H", "H", "H", "H", "H", "H", "H", "H"], "xyz": [[1.430, -0.394, -1.417], [1.328, 0.157, -0.222], [-2.080, 1.156, -0.366], [-1.634, -1.383, 0.742], [2.268, 0.660, 0.802], [-0.990, 0.348, 0.974], [4.244, 0.231, 0.464], [0.702, -1.006, -2.094], [2.382, -0.200, -1.971], [-3.052, 0.863, 0.061], [-1.875, 0.784, -1.400], [-1.848, 2.232, -0.420], [-1.704, -1.661, -0.281], [-2.625, -1.565, 1.305], [-0.970, -2.072, 1.214], [2.191, 0.199, 1.720], [2.231, 1.651, 0.893]], "lowdin_charge": [-0.08, -0.31, -0.36, -0.39, -0.56, 0.90, 0.50, 0.09, 0.05, 0.02, 0.04, 0.02, 0.01, 0.07, 0.00, 0.01, 0.00], "homo_lumo_gap_ev": 8.155, "molar_mass_da": 181.0, "e_homo_ev": -8.309, "lumo_energy_ha": -0.006, "charge": 0}

***

#b
{"formula": "C5H10BrP", "method": "wB97M-V/def2-TZVPD", "symbols": ["C", "C", "C", "C", "C", "P", "Br", "H", "H", "H", "H", "H", "H", "H", "H", "H", "H"], "xyz": [[-2.553, 1.869, 0.329], [-1.928, 0.710, 0.699], [0.841, -1.983, -0.598], [2.482, 0.301, -0.827], [-0.679, 0.431, 1.328], [1.709, -0.784, 0.475], [-2.869, -0.902, 0.042], [-2.365, 2.890, 0.628], [-3.374, 1.703, -0.343], [0.484, -2.874, -0.053], [1.285, -2.304, -1.506], [-0.071, -1.482, -0.917], [3.393, -0.149, -1.203], [2.810, 1.249, -0.283], [1.773, 0.592, -1.495], [-0.196, 1.250, 1.774], [-0.742, -0.516, 1.952]], "lowdin_charge": [-0.05, -0.75, -0.40, -0.37, -0.18, 0.89, 0.63, 0.06, 0.02, 0.03, 0.02, -0.02, 0.02, 0.05, -0.02, 0.02, 0.05], "homo_lumo_gap_ev": [6.810, 7.707], "molar_mass_da": 181.0, "e_homo_ev": [-7.649, -8.201], "lumo_energy_ha": [-0.031, -0.018], "charge": 0}

***

Last place for stability: #b